Entry 1:
39
Properties=species:S:1:pos:R:3:forces:R:3:lowdin_charge:R:1 method="wB97M-V/def2-TZVPD" charge=0 lumo_energy_ev=-0.10 de_lowest_ev=0.083 homo_lumo_gap_ha=0.3010 smiles="O=C(CN1CC(=O)Oc2ccccc21)OCC(=O)c1cccc(Br)c1"
H -3.678980 0.512766 -2.314776 0.08 -0.11 0.16 0.1436
C -2.079939 -1.816863 0.662222 -0.03 -0.02 0.00 -0.0720
C 1.295601 0.279037 1.106625 0.19 -0.20 0.10 -0.0498
C -3.059460 -0.029258 -1.595653 -0.23 -0.28 -0.47 -0.0631
C -3.958196 -0.622022 -0.509927 0.33 0.25 -0.26 -0.3182
H 5.566792 0.137788 -0.721774 0.12 -0.04 0.07 0.1223
C -0.833445 0.595337 -1.058558 0.31 -0.05 0.04 -0.4622
H -2.509807 -0.828779 -2.108805 -0.13 0.12 0.06 0.1371
C 2.324285 1.123536 -0.859789 0.34 0.02 0.01 -0.1545
O -2.135394 0.894642 -1.027627 -0.33 0.27 0.12 0.0236
Br 0.104739 -3.272966 1.767468 -0.23 0.12 0.02 0.7741
C -0.023785 1.694889 -0.378660 0.16 -0.12 -0.02 -0.0528
O -5.153697 -0.668019 -0.644900 -0.03 0.03 -0.03 0.1312
H -4.781971 -0.268008 1.976835 -0.10 0.05 0.01 0.1217
H -0.585751 2.042070 0.493750 0.03 0.00 -0.13 0.1436
C -2.054543 -1.941819 3.076185 0.13 -0.07 -0.09 -0.1121
C -1.497092 -2.242003 1.843402 0.17 -0.13 0.02 -0.6517
C 3.384331 1.320661 -3.016111 0.04 0.02 -0.05 -0.0854
O 3.709065 0.394965 1.000280 0.66 0.10 -0.26 0.1300
C 2.270529 1.464213 -2.208600 -0.01 -0.07 0.11 -0.0139
H 1.352175 1.826134 -2.641539 -0.12 0.01 -0.03 0.1058
H -1.572764 -2.273415 3.982785 0.04 -0.02 0.06 0.1047
O 2.785683 0.143030 2.985206 0.10 -0.03 -0.26 0.1372
H 5.435966 0.714403 -3.139516 0.09 -0.01 -0.06 0.1018
C -3.851689 -0.814201 1.952584 0.05 0.01 -0.19 -0.0069
C 3.543708 0.655061 -0.350072 -0.10 0.07 -0.49 -0.1601
N 1.277782 1.261647 0.043084 -0.15 0.15 0.16 -0.0743
H 3.314628 1.584872 -4.060248 -0.01 0.02 -0.09 0.1035
C 4.573712 0.833337 -2.503325 0.00 0.01 -0.01 -0.0885
C 2.653090 0.272711 1.800956 -1.12 -0.03 0.61 -0.4404
H -3.685966 -0.995624 4.076754 -0.04 0.03 0.09 0.1101
H 0.532051 0.518516 1.849628 0.16 -0.05 -0.03 0.1439
H 1.114561 -0.739499 0.724467 -0.04 0.10 0.07 0.1014
C -3.266439 -1.090748 0.717461 -0.08 -0.19 0.59 -0.1437
C -3.238391 -1.224539 3.122011 -0.05 0.01 -0.03 -0.0587
O -0.374782 -0.407664 -1.533182 0.07 0.05 -0.01 0.1259
H -1.624431 -2.076846 -0.280939 0.06 0.04 -0.07 0.1065
C 4.653245 0.503515 -1.161826 -0.23 -0.03 0.21 0.0010
H 0.074581 2.539144 -1.065873 -0.12 -0.03 0.06 0.1394

***

Entry 2:
43
Properties=species:S:1:pos:R:3:forces:R:3:mulliken_spin:R:1 method="wB97M-V/def2-TZVPD" charge=0 multiplicity=5 lumo_energy_ev="-1.02 / -0.50" s2=6.16 homo_lumo_gap_ha="0.2397 / 0.2722"
C 5.704022 -1.971480 1.811733 0.12 -0.01 -0.16 -0.0047
N -0.605847 3.150254 -0.702458 0.10 -0.05 0.00 0.0076
H -0.903766 -6.023306 -0.942508 -0.03 0.01 -0.02 0.0032
H -3.255215 4.899729 -1.785266 -0.02 0.01 0.00 -0.0001
C -1.016716 5.321219 0.355966 -0.12 -0.09 -0.05 0.0004
H -0.834258 5.845413 1.293415 0.02 0.04 -0.02 -0.0001
F 6.760302 -2.357010 3.875569 0.01 -0.01 0.00 0.0004
C -2.478416 4.881766 0.260105 0.06 0.00 -0.08 0.0000
Mn 0.108115 -1.192799 -0.318280 -0.41 -1.05 -0.25 4.1906
N -0.097491 0.755350 -0.538463 0.00 0.63 -0.05 -0.0388
C -1.326201 -3.935077 -1.165758 -0.03 0.05 -0.02 -0.0108
F 6.861934 -2.159164 1.174770 -0.02 0.00 0.00 -0.0001
C 5.656128 -2.074582 3.186580 0.13 -0.05 0.09 0.0047
C -2.213342 -2.987530 -1.658972 -0.05 0.03 -0.02 0.0059
S -1.849295 -1.284106 -1.412627 -0.32 -0.02 -0.18 -0.1417
H 0.929616 4.408698 0.034125 0.04 -0.03 -0.03 0.0000
C -3.367351 -3.388777 -2.328025 0.04 0.03 0.02 0.0086
H -3.476834 3.374592 -0.940826 -0.04 0.01 -0.03 -0.0001
C 3.317271 -1.587856 3.124402 -0.09 0.02 0.00 -0.0052
F 4.410337 -1.990430 5.173863 -0.01 0.00 -0.02 -0.0002
F 4.644528 -1.578031 -0.221730 0.02 0.00 -0.02 0.0008
F 2.181295 -1.407811 3.796587 -0.01 0.00 0.02 0.0014
H -2.686879 4.187882 1.077658 -0.02 0.00 -0.01 0.0001
H -0.784003 6.018713 -0.451854 0.03 0.01 0.02 0.0000
C -2.747239 -5.688083 -1.998943 0.02 -0.04 0.01 0.0040
C 4.457951 -1.885685 3.843975 -0.08 0.00 0.16 -0.0047
C -3.631894 -4.738832 -2.497551 -0.02 0.08 -0.01 0.0073
H -4.528674 -5.050607 -3.018856 0.03 0.01 0.02 0.0007
H -0.051347 3.611128 1.265516 -0.04 -0.06 0.01 -0.0009
C -2.783172 4.201055 -1.093369 0.07 0.02 0.10 0.0011
H -2.955228 -6.742992 -2.129269 0.02 0.03 0.01 0.0004
H -1.715830 2.887603 -2.463821 0.06 -0.06 0.00 -0.0014
C -0.085649 4.111447 0.298948 -0.04 0.00 -0.09 0.0012
C 3.338991 -1.457644 1.739995 -0.19 -0.56 -0.12 0.0242
C -1.506381 3.675398 -1.745159 -0.06 -0.02 0.17 0.0006
H -3.132073 5.741662 0.398609 -0.03 -0.02 0.05 -0.0001
S 1.936159 -0.927732 0.855471 0.83 1.19 0.56 0.0264
C -1.598320 -5.289753 -1.334815 0.04 -0.03 0.03 0.0102
S 0.128127 -3.397103 -0.332725 0.10 -0.57 0.04 -0.1569
H -4.047608 -2.634964 -2.708123 0.01 -0.06 0.00 0.0012
C -0.336630 1.880163 -0.615441 -0.12 0.55 -0.04 0.0728
H -0.975808 4.472045 -2.266098 0.06 -0.01 -0.04 0.0004
C 4.556691 -1.672761 1.103648 -0.04 0.01 -0.08 -0.0084

***

Entry 3:
48
Properties=species:S:1:pos:R:3:forces:R:3:mulliken_spin:R:1 method="wB97M-V/def2-TZVPD" charge=+2 multiplicity=2 lumo_energy_ev="-6.78 / -9.49" s2=0.76 de_lowest_ev=0.000 homo_lumo_gap_ha="0.3098 / 0.2084"
N -9.960557 -6.676507 8.755364 -1.00 -0.99 0.58 0.0016
C -14.131520 -6.917010 10.417757 1.43 0.75 -0.97 -0.0660
C -14.387139 -7.454227 8.138354 0.14 0.05 0.64 -0.0058
H -16.085835 -8.778302 7.650939 0.56 0.37 0.37 -0.0012
N -13.808331 -6.782192 9.125343 0.21 -0.14 0.32 0.4023
O -10.761720 -5.576146 11.365154 -0.16 0.17 -0.20 -0.0018
C -13.920001 -7.375275 6.775741 0.14 0.25 -0.08 0.0239
C -9.920279 -4.678975 7.461076 0.55 -0.62 0.20 0.0006
C -6.691383 -6.944840 13.651341 -0.06 -0.42 -0.40 0.0000
N -8.557314 -6.690226 12.176134 0.69 -0.11 0.31 0.0001
F -13.072930 -10.218861 12.024482 -0.69 0.11 0.52 -0.0005
F -10.453262 -10.761608 12.168071 0.16 0.44 -0.17 0.0000
C -12.769923 -6.858254 6.341310 -0.41 0.25 -2.17 -0.0144
H -8.617085 -5.175622 9.076333 0.85 0.26 0.60 0.0005
H -16.763123 -8.830967 10.139327 0.56 0.09 -0.47 0.0330
C -7.135057 -8.483760 11.613825 -0.56 0.95 0.25 0.0001
F -11.812842 -11.846318 10.137755 0.03 0.14 -0.13 0.0000
Zn -9.623912 -7.590044 10.513427 0.24 0.17 -0.01 -0.0021
C -15.872302 -8.316836 9.732128 -0.86 -0.54 0.23 -0.0230
O -10.600794 -3.835983 12.726682 0.62 -0.18 1.07 0.0000
H -9.368654 -3.786096 7.232900 -0.19 0.41 -0.02 -0.0001
H -11.448603 -4.482396 5.944821 0.34 -0.30 0.14 0.0001
H -5.807171 -7.498832 13.954797 -0.12 0.14 -0.14 0.0000
C -10.198953 -5.017981 12.274020 -0.31 0.34 0.32 0.0011
O -7.845545 -8.691527 10.645018 -0.10 -0.03 -0.11 0.0001
N -15.140710 -7.682071 10.598123 -0.64 -0.04 1.40 0.5790
H -6.112909 -9.964830 11.344434 0.34 -0.78 -0.44 0.0000
O -6.142856 -9.225201 11.953467 0.50 0.12 0.58 0.0000
H -14.648330 -7.730646 6.053322 0.19 0.12 -0.03 -0.0002
F -12.830132 -9.401919 9.516510 0.66 -0.33 0.64 -0.0013
F -10.168880 -9.576344 9.676206 -0.61 -0.29 0.56 0.0000
C -7.411766 -7.307836 12.521330 -0.86 -0.06 0.14 0.0000
C -7.161848 -5.874256 14.393067 0.78 0.51 0.66 0.0000
F -11.321981 -8.292214 11.395377 0.00 0.30 0.39 0.0012
H -13.540283 -6.431318 11.188791 -0.30 -0.07 -0.04 -0.0101
C -8.985774 -5.647652 12.889820 0.53 0.16 0.05 -0.0003
C -10.990081 -5.113184 6.712576 -0.73 -0.83 0.13 0.0025
H -11.450361 -8.101319 8.282412 0.04 -0.29 0.38 -0.0014
Sb -11.651912 -10.154370 10.870135 0.32 -0.35 -1.65 0.0000
C -15.496360 -8.246483 8.416825 -1.37 -0.86 -0.65 0.0624
H -12.798556 -6.744595 5.230205 0.52 -0.14 0.88 0.0016
C -9.433009 -5.493320 8.489011 -1.06 0.22 -1.39 0.0071
C -8.295676 -5.171772 14.010723 0.11 -0.95 -0.47 0.0001
H -10.127024 -3.582341 13.568014 -0.68 -0.20 -1.28 0.0000
H -8.599177 -4.337758 14.617626 -0.22 0.23 -0.02 0.0000
C -11.566304 -6.382294 7.019079 -0.13 0.80 0.88 0.0011
C -11.048409 -7.129707 8.075012 1.08 1.34 -0.99 0.0098
H -6.567720 -5.550342 15.263121 -0.53 -0.18 -0.42 0.0000

***

Entry 4:
51
Properties=species:S:1:pos:R:3:forces:R:3:mulliken_spin:R:1 method="wB97M-V/def2-TZVPD" charge=0 multiplicity=5 lumo_energy_ev="-0.98 / -3.43" s2=6.07 de_lowest_ev=1.106 homo_lumo_gap_ha="0.1869 / 0.1771"
H 3.140109 0.024105 -3.898341 0.00 0.02 0.03 0.0119
N -2.532582 2.595489 -0.045941 -0.14 0.05 -0.01 -0.0037
S 0.346232 -2.746871 0.421734 0.25 -0.54 0.23 0.5059
N 1.964454 -0.021756 -0.022047 0.11 0.57 1.44 0.7724
C 0.575413 -5.397270 1.040294 0.12 -0.29 0.18 0.3153
S 0.064857 -7.004348 0.674752 -0.04 0.49 -0.31 0.0934
N 0.296604 0.093864 1.988408 0.24 -0.02 0.50 -0.0008
H 1.253309 0.099373 5.707581 0.00 -0.03 0.01 0.0002
N 0.317356 0.009064 -2.028279 0.00 0.13 -0.07 0.2003
C 2.978334 -4.352310 2.100776 -0.21 -0.26 -0.19 0.0124
H -1.633931 -0.060995 -2.715193 0.03 0.04 0.07 0.0163
C -0.350362 0.036163 4.273251 0.23 0.02 0.19 0.0007
H 3.129994 1.140153 1.242335 -0.03 0.01 -0.06 0.0362
N 0.885365 3.241269 0.048695 0.20 -0.01 0.03 -0.0011
H 3.009633 0.132554 3.948358 0.01 0.02 -0.03 -0.0006
C -0.594695 -0.027984 -3.015160 -0.14 -0.02 -0.28 -0.0228
S -1.154018 -7.824787 -1.909415 0.01 0.57 0.66 0.1664
N -0.139366 2.374620 0.030486 -0.31 -0.68 -0.02 0.2554
N -3.937559 -0.547386 0.013326 0.15 -0.21 -0.03 0.0051
C 0.194614 -4.391780 0.140438 -0.06 0.59 -0.11 -0.0067
C -0.659809 -6.640617 -0.880590 0.20 -0.69 -0.83 -0.0411
S 1.448169 -5.232542 2.543042 -0.10 0.13 0.11 0.0606
H -1.143614 0.002014 5.004986 -0.05 0.00 -0.05 0.0000
C 1.137970 0.009435 -4.684296 0.41 -0.04 0.35 0.0855
N -2.701442 -0.888790 -0.023107 -0.19 -0.11 0.07 -0.0037
Pt 0.044508 0.108959 -0.039891 -0.15 0.44 -0.56 0.6052
H 3.560850 -4.973319 1.424758 0.07 0.05 0.02 -0.0005
C 0.981800 0.083639 4.661392 -0.12 -0.01 -0.23 0.0011
H 3.401354 -0.592548 1.383307 0.01 0.03 -0.01 0.0298
H -3.304386 3.240566 -0.060327 0.04 0.04 0.00 0.0003
H 1.436779 0.033778 -5.722792 0.01 -0.02 -0.01 0.0069
C -0.650534 0.037834 2.928992 -0.28 -0.01 -0.09 0.0066
H 3.513836 -4.217614 3.038664 -0.03 -0.04 0.01 0.0011
C 1.961466 0.109721 3.681763 0.07 0.02 0.09 0.0075
H 2.757663 -3.394324 1.651777 -0.04 0.15 -0.04 0.0048
N -0.949717 4.390683 -0.027737 -0.44 -0.10 0.01 0.0179
C 2.079891 0.012051 -3.688502 -0.29 -0.01 -0.81 0.0236
C 1.598331 0.116800 2.348317 -0.09 0.02 0.01 -0.0027
C 1.669581 0.004697 -2.350674 0.86 0.02 1.37 0.2061
C 2.622010 -0.002006 -1.255036 -0.50 -0.14 -2.78 0.0925
N -4.071407 0.784197 0.010285 -0.01 0.46 0.00 -0.0007
N 0.393408 4.428948 0.015452 0.15 -0.05 0.04 0.0185
H -1.002847 -0.060700 -5.094687 -0.03 0.01 0.03 0.0081
N -1.962932 0.249246 -0.048479 -0.27 0.12 -0.01 0.0240
H -1.673999 -0.013032 2.580528 0.03 0.03 -0.09 -0.0020
O 3.862842 -0.006373 -1.360158 -0.10 -0.02 0.71 0.4043
C 2.624273 0.165984 1.242240 -0.06 -0.10 -0.04 -0.0114
S -0.567716 -4.962969 -1.328412 -0.10 -0.25 0.38 -0.0325
C -2.839578 1.266352 -0.029034 0.00 -0.58 0.01 0.0085
C -1.259359 3.106445 -0.016928 0.77 0.18 -0.04 -0.0175
C -0.234952 -0.033480 -4.336510 -0.22 0.02 0.15 0.1428

***

no.,F_max (eV/A)
1,1.27
2,1.55
3,2.22
4,2.82